[1]
{"formula": "C42H46Cl2FN6O8PRu", "method": "wB97M-V/def2-TZVPD", "multiplicity": 6, "e_homo_ev": [-4.46, -5.10], "homo_lumo_gap_ev": [6.57, 6.01], "total_charge": -1, "de_lowest_kj_mol": 270.60, "energy_ha": -4015.14413, "lumo_energy_ev": [2.10, 0.91], "elements": ["Ru", "Cl", "Cl", "P", "F", "O", "O", "O", "O", "O", "O", "O", "O", "N", "N", "N", "N", "N", "N", "C", "C", "C", "C", "C", "C", "C", "C", "C", "C", "C", "C", "C", "C", "C", "C", "C", "C", "C", "C", "C", "C", "C", "C", "C", "C", "C", "C", "C", "C", "C", "C", "C", "C", "C", "C", "C", "C", "C", "C", "C", "C", "H", "H", "H", "H", "H", "H", "H", "H", "H", "H", "H", "H", "H", "H", "H", "H", "H", "H", "H", "H", "H", "H", "H", "H", "H", "H", "H", "H", "H", "H", "H", "H", "H", "H", "H", "H", "H", "H", "H", "H", "H", "H", "H", "H", "H", "H"], "xyz": [[0.232, 0.770, -1.517], [-2.022, 5.391, -0.457], [0.646, 5.983, -1.498], [3.131, -0.084, 0.690], [-5.217, -3.534, -2.417], [0.257, 0.809, 0.570], [-0.180, 0.752, 2.738], [-1.785, 0.761, -1.822], [1.829, 1.891, -2.356], [-1.055, -1.480, -0.739], [2.561, -0.011, -0.678], [-0.816, 3.270, -3.245], [-0.248, 2.971, -1.085], [-3.696, -1.189, 2.313], [0.086, 0.137, -3.388], [4.702, -0.669, 0.534], [3.221, 1.402, 1.417], [-1.187, -0.192, -3.835], [2.353, -1.169, 1.661], [-4.318, -0.464, -2.006], [4.662, 0.327, -4.911], [0.878, -2.981, 2.134], [-3.284, -1.627, 0.001], [2.395, 0.312, -4.049], [-3.961, -0.319, -4.471], [-4.074, -0.647, 4.723], [5.514, -0.811, 1.752], [-5.779, -0.470, -2.327], [3.388, -0.173, -4.926], [-6.225, -0.572, -3.598], [-5.423, -2.285, 0.981], [1.059, -0.147, -4.196], [-5.967, -1.236, 3.168], [-6.399, -2.245, 2.117], [1.293, -2.253, 3.419], [-2.515, -0.527, 2.364], [-1.634, -0.450, 1.335], [1.594, -2.238, 0.990], [-0.430, 0.433, 1.571], [-5.745, -2.972, -0.213], [-3.828, -1.883, -1.370], [6.730, 0.086, 1.534], [5.491, 0.031, -0.500], [2.695, 1.365, -3.136], [2.000, 3.423, 1.628], [2.845, 2.622, 0.655], [2.656, 3.111, 2.968], [-0.630, 3.626, -2.084], [-3.470, -0.168, -3.204], [6.924, 0.012, 0.022], [-2.060, 0.173, -2.943], [-4.503, -1.462, 3.517], [4.023, 1.882, -3.166], [4.965, 1.373, -4.013], [-0.892, 5.128, -1.813], [2.973, 1.621, 2.854], [-4.126, -1.684, 1.088], [2.607, -1.582, 3.033], [-1.895, -1.206, 0.129], [-5.319, -0.571, -4.693], [-4.953, -2.840, -1.298], [-5.693, -0.684, -5.700], [2.010, 3.311, 3.822], [7.423, -0.921, -0.251], [-1.334, 5.590, -2.688], [-0.202, -2.969, 1.991], [3.759, 3.174, 0.395], [2.329, 2.378, -0.268], [-6.633, -3.590, -0.262], [-4.178, 0.423, 4.537], [-3.039, -2.267, -2.019], [3.844, 1.340, 3.457], [-6.478, -0.419, -1.502], [3.440, -2.301, 3.095], [-7.394, -2.004, 1.734], [-7.289, -0.621, -3.794], [0.782, -0.720, -5.080], [-3.048, -0.848, 5.022], [4.250, 2.684, -2.477], [6.493, 1.111, 1.827], [-6.074, -0.219, 2.781], [5.969, 1.782, -3.998], [1.998, 4.486, 1.382], [5.824, -1.855, 1.879], [4.961, -0.525, 2.649], [2.098, 1.054, 3.175], [-4.722, -0.913, 5.559], [1.408, -2.930, 4.267], [2.840, -0.733, 3.670], [2.266, -2.911, 0.445], [5.417, -0.057, -5.583], [0.570, -1.477, 3.675], [3.118, -0.960, -5.622], [3.577, 3.692, 3.085], [-6.579, -1.320, 4.066], [1.196, -4.024, 2.164], [7.511, 0.841, -0.373], [-2.253, -0.030, 3.283], [-6.479, -3.240, 2.577], [7.600, -0.246, 2.102], [0.976, 3.055, 1.605], [-4.374, -2.528, 3.752], [-3.281, -0.193, -5.302], [5.373, -0.462, -1.464], [-4.098, 0.268, -1.225], [5.151, 1.065, -0.620], [0.898, -1.808, 0.276]], "mulliken_spin": [2.5439, 0.0001, 0.0002, 0.0446, 0.0298, -0.0606, 0.0119, 0.1062, 0.1300, 0.0472, 0.0097, 0.0014, 0.1437, -0.0006, -0.1059, 0.0022, 0.0014, 0.1097, -0.0018, 0.0196, 0.0108, 0.0016, 0.2043, 0.0036, -0.1987, -0.0029, 0.0009, 0.2869, 0.0102, -0.1336, 0.3202, 0.1002, 0.0033, -0.0171, 0.0000, 0.0151, 0.0116, -0.0233, -0.0003, -0.1110, 0.1221, 0.0000, 0.0008, 0.0291, -0.0001, 0.0095, 0.0003, -0.0144, 0.2864, -0.0006, 0.0751, 0.0093, 0.0000, 0.0159, 0.0074, -0.0010, 0.0488, -0.0001, 0.0240, 0.4138, 0.2571, 0.0251, 0.0000, 0.0000, 0.0000, -0.0018, 0.0001, -0.0005, 0.0075, 0.0005, -0.0085, -0.0004, 0.0260, 0.0001, 0.0213, -0.0060, -0.0007, 0.0004, 0.0004, 0.0000, 0.0036, 0.0013, -0.0004, -0.0003, 0.0002, 0.0014, 0.0004, 0.0002, -0.0001, -0.0002, 0.0016, 0.0007, -0.0009, 0.0000, 0.0020, 0.0001, 0.0000, 0.0050, 0.0338, 0.0000, 0.0008, -0.0015, -0.0062, 0.0013, 0.0621, 0.0001, 0.0335]}


[2]
{"formula": "C42H46ClN2O17", "method": "wB97M-V/def2-TZVPD", "e_homo_ev": -10.40, "homo_lumo_gap_ev": 5.65, "total_charge": 1, "energy_ha": -3476.54304, "lumo_energy_ev": -4.75, "elements": ["Cl", "O", "O", "O", "O", "O", "O", "O", "O", "O", "O", "O", "O", "O", "O", "O", "O", "O", "N", "N", "C", "C", "C", "C", "C", "C", "C", "C", "C", "C", "C", "C", "C", "C", "C", "C", "C", "C", "C", "C", "C", "C", "C", "C", "C", "C", "C", "C", "C", "C", "C", "C", "C", "C", "C", "C", "C", "C", "C", "C", "C", "C", "H", "H", "H", "H", "H", "H", "H", "H", "H", "H", "H", "H", "H", "H", "H", "H", "H", "H", "H", "H", "H", "H", "H", "H", "H", "H", "H", "H", "H", "H", "H", "H", "H", "H", "H", "H", "H", "H", "H", "H", "H", "H", "H", "H", "H", "H"], "xyz": [[-1.623, 5.729, 2.338], [10.383, -11.835, -1.200], [7.156, -8.333, -3.903], [7.975, -3.408, 3.266], [-0.250, 6.701, 0.420], [-10.635, 3.327, 4.200], [-8.808, 0.389, 0.208], [2.000, -1.479, 2.104], [1.937, -0.164, -0.164], [-9.502, 4.583, 2.205], [10.337, -3.395, 4.402], [10.983, -7.709, 2.660], [5.525, -4.010, 0.309], [8.699, -10.273, 0.082], [5.510, -2.644, -1.931], [8.644, -7.693, 1.464], [8.781, -9.937, -5.187], [-10.018, -0.873, 2.184], [-5.354, 6.046, -1.203], [-6.125, 5.636, -0.227], [-4.384, 1.813, 0.325], [-4.199, 6.689, -1.037], [7.842, -9.214, -1.839], [-6.550, 3.278, -2.567], [8.692, -10.151, -1.129], [10.791, -5.550, 3.591], [-5.810, 5.740, -2.598], [-5.644, 2.386, -0.320], [4.624, -2.311, -1.007], [-0.386, 3.143, -2.047], [-1.296, 6.729, 0.931], [-9.582, 3.258, 2.127], [9.997, -4.478, 3.717], [2.877, -1.831, 1.171], [-4.535, 6.569, 1.302], [10.335, -6.693, 2.819], [8.979, -6.622, 2.167], [-1.733, 3.374, -1.362], [3.769, -2.816, 1.334], [-9.231, 1.102, 1.097], [9.627, -11.022, -1.925], [0.806, 3.878, -1.411], [2.793, -1.031, -0.101], [-9.923, 0.446, 2.262], [9.678, -10.969, -3.263], [-3.727, 6.964, 0.247], [3.726, -1.328, -1.168], [-10.253, 2.600, 3.303], [-5.324, 2.950, -1.702], [8.632, -4.417, 3.083], [-1.926, 2.608, -0.061], [4.691, -3.128, 0.257], [8.813, -10.047, -3.976], [-6.956, 4.766, -2.663], [8.185, -5.549, 2.297], [-9.106, 2.549, 1.097], [1.574, 2.955, -0.452], [-5.726, 5.906, 1.004], [-10.399, 1.157, 3.295], [7.896, -9.159, -3.176], [-2.401, 7.649, 0.442], [-3.277, 2.853, 0.629], [-6.088, 3.143, 0.322], [3.668, -0.738, -2.072], [-2.045, 8.124, -0.461], [-1.774, 1.548, -0.250], [10.343, -11.591, -3.845], [3.837, -3.396, 2.243], [-4.949, 5.296, -3.091], [-7.429, 4.921, -3.630], [2.113, 2.230, -1.050], [7.188, -8.583, -1.254], [-3.962, 1.035, -0.308], [-4.253, 6.761, 2.322], [-6.427, 2.867, -3.563], [6.030, -3.384, -1.560], [7.209, -5.487, 1.833], [-3.616, 3.861, 0.375], [-3.635, 6.978, -1.909], [-6.323, 1.547, -0.449], [-4.630, 3.777, -1.592], [9.579, -2.783, 4.332], [-7.401, 2.744, -2.149], [-0.161, 2.084, -2.143], [10.142, -11.674, -0.267], [-0.492, 3.510, -3.070], [0.889, 2.382, 0.162], [11.771, -5.603, 4.044], [0.475, 4.787, -0.918], [-2.509, 3.109, -2.080], [-1.136, 2.942, 0.609], [1.484, 4.117, -2.224], [-9.931, 4.824, 3.051], [1.482, -0.745, 1.723], [2.275, 3.501, 0.170], [-8.623, 3.012, 0.248], [-4.635, 1.326, 1.264], [-6.008, 6.674, -3.113], [-7.734, 4.992, -1.944], [-2.533, 8.397, 1.223], [9.387, -8.323, 1.540], [-1.844, 4.448, -1.172], [7.393, -8.508, -4.835], [-3.074, 2.859, 1.697], [-6.375, 5.582, 1.802], [-4.761, 2.171, -2.211], [-9.597, -1.136, 1.344], [-10.895, 0.695, 4.138]], "mulliken_charge": [-0.1297, -0.5603, -0.5737, -0.6603, -0.4156, -0.6191, -0.6590, -0.5949, -0.5254, -0.5824, -0.5666, -0.6219, -0.5702, -0.6615, -0.5747, -0.4195, -0.6229, -0.5483, 0.4369, -0.4499, -1.6418, -0.0410, -1.0525, -1.0688, 1.0506, -1.0478, -0.8919, -0.1076, 0.3173, -1.3175, 0.6139, 0.1977, 0.3775, 0.4370, -0.2259, 1.0024, 0.1847, 0.8490, -1.0190, 1.0526, 0.3686, -0.1026, 0.9669, 0.4002, -0.9820, 0.5962, -1.0084, 0.9587, 0.7068, 1.1151, -0.7497, 1.0101, 0.9827, -0.7349, -0.9968, -0.7315, -1.1195, -0.6016, -1.0266, 0.4080, -1.3371, 0.5572, -0.0429, 0.4464, 0.4157, 0.2961, 0.4238, 0.4448, 0.4223, 0.4765, 0.2690, 0.4981, 0.5314, 0.5307, 0.4010, 0.3427, 0.5036, -0.7373, 0.4734, 0.3711, -0.7755, 0.3655, 0.2205, 0.5045, 0.3581, 0.3472, 0.1621, 0.4221, -0.1247, 0.0912, 0.2600, 0.4680, 0.3693, 0.3295, 0.4254, 0.4206, 0.3205, 0.5680, 0.2941, 0.4169, 0.3312, -0.3315, 0.3710, 0.6414, 0.4174, 0.8348, 0.3648, 0.4317]}